Entry 1:
C2H5NO2S | the ωB97M-V functional and the def2-TZVPD basis

Structure (XYZ):
```
11
C2H5NO2S, DFT the ωB97M-V functional and the def2-TZVPD basis
C -1.34 -0.31 -0.31
C 1.46 -0.82 0.28
N -0.94 0.92 -0.72
O -1.13 1.28 -1.90
O -0.19 1.53 0.08
S 1.74 0.77 0.69
H -1.28 -0.60 0.70
H -2.02 -0.95 -0.89
H 0.61 -1.40 0.73
H 1.81 -1.28 -0.66
H 1.28 0.86 2.00
```

The HOMO energy (alpha / beta) comes out at -0.3032 / -0.3032 hartree. As for the relative energy (zero: lowest compared OMol25 entry of this formula, charge and spin): 678.21 kJ/mol. As for the HOMO-LUMO gap (alpha / beta): 7.09 / 7.10 eV. Its strongest force on any atom is 3.65 eV Å⁻¹.

=====

Entry 2:
C5H12O3P2 | the ωB97M-V functional and the def2-TZVPD basis

Structure (XYZ):
```
22
C5H12O3P2, DFT the ωB97M-V functional and the def2-TZVPD basis
C -0.73 -0.73 1.67
C -0.81 0.29 0.99
P -0.74 1.89 0.00
C -2.67 1.92 0.03
C -3.27 0.78 -0.53
P 1.49 1.74 -0.09
O 2.06 2.87 -1.25
O 1.76 0.19 -0.79
H -0.35 -1.72 2.05
H -0.85 1.83 -1.45
H -0.66 3.20 0.60
H -3.26 2.81 0.43
H -3.91 0.07 0.06
H -3.07 0.52 -1.62
H 2.98 2.64 -1.49
H 1.07 0.05 -1.49
C 1.79 -3.42 0.53
O 2.04 -2.08 0.90
H 1.85 -4.05 1.42
H 0.78 -3.51 0.11
H 2.53 -3.75 -0.20
H 1.97 -1.54 0.10
```

The HOMO energy comes out at -0.2851 hartree. As for the relative energy (zero: lowest compared OMol25 entry of this formula, charge and spin): 553.59 kJ/mol. As for the HOMO-LUMO gap: 7.44 eV. Its strongest force on any atom is 2.99 eV Å⁻¹. As for the SMILES: C#C[PH2](C=C)P(O)O.CO.

=====

Entry 3:
C14H26F2I2N2O19P4S | the ωB97M-V functional and the def2-TZVPD basis

Structure (XYZ):
```
70
C14H26F2I2N2O19P4S, DFT the ωB97M-V functional and the def2-TZVPD basis
O -2.14 1.40 -2.29
C -1.42 2.06 -2.96
I -2.01 2.64 -4.93
C -0.06 2.49 -2.34
C 0.94 1.34 -2.51
I 1.69 1.69 -4.66
N 0.43 0.01 -2.66
C 1.63 -0.74 -2.92
O 1.86 -1.53 -3.75
C 2.61 -0.19 -1.76
P 4.30 -0.74 -2.31
O 4.57 -0.25 -3.65
O 4.29 -2.33 -2.32
O 5.42 -0.35 -1.28
S 2.12 -1.23 -0.36
O 3.26 -1.56 0.43
O 0.99 -0.72 0.34
F 1.66 -2.55 -1.04
C 2.29 1.33 -1.64
C 2.29 1.97 -0.28
O 1.58 2.91 -0.01
N 3.21 1.51 0.70
C 2.70 1.29 1.99
O 3.42 1.16 2.92
F 1.39 1.27 2.16
P 3.51 2.52 -2.60
O 2.94 4.03 -2.35
O 4.94 2.57 -1.79
H -0.31 2.70 -1.30
H 0.29 3.37 -2.87
H -0.07 -0.28 -1.82
H 4.09 -2.62 -3.22
H 5.22 -0.65 -0.38
H 3.78 0.74 0.38
H 2.08 4.05 -1.91
H 5.21 3.49 -1.69
C 0.40 1.80 5.18
O -0.55 2.87 5.24
P -1.85 2.60 6.20
O -1.29 2.01 7.43
O -2.53 1.50 5.22
C -2.67 1.80 3.82
O -3.32 3.14 6.66
C -3.35 4.24 7.60
H 0.96 1.92 4.25
H 1.09 1.87 6.01
H -0.09 0.83 5.18
H -1.96 1.19 3.26
H -2.48 2.85 3.60
H -3.68 1.54 3.52
H -2.72 5.06 7.26
H -3.03 3.90 8.58
H -4.38 4.59 7.66
C -4.57 -5.66 -3.52
O -3.68 -5.47 -2.41
P -3.03 -3.97 -2.29
O -4.16 -3.05 -2.53
O -2.06 -4.13 -3.58
C -1.24 -5.30 -3.70
O -1.92 -3.04 -1.53
C -2.24 -2.56 -0.21
H -4.60 -6.73 -3.71
H -5.57 -5.32 -3.25
H -4.22 -5.14 -4.41
H -1.63 -5.93 -4.50
H -1.21 -5.89 -2.78
H -0.23 -4.99 -3.95
H -2.56 -3.38 0.43
H -3.02 -1.80 -0.25
H -1.34 -2.12 0.21
```

The HOMO energy comes out at -0.3039 hartree. As for the HOMO-LUMO gap: 7.40 eV. Its strongest force on any atom is 5.96 eV Å⁻¹.

=====

Entry 4:
C2H2HgO5 | the ωB97M-V functional and the def2-TZVPD basis

Structure (XYZ):
```
10
C2H2HgO5, DFT the ωB97M-V functional and the def2-TZVPD basis
C -2.08 0.06 -0.45
O -1.72 -0.59 0.56
O -3.16 0.47 -0.83
C 1.49 1.20 -0.42
O 1.99 1.99 -1.18
Hg 0.32 -0.84 1.50
O 1.54 -0.13 -0.56
H 2.11 -0.41 -1.28
O 1.46 1.36 1.03
H 2.17 1.94 1.34
```

As for the spin multiplicity: 3. The HOMO energy (alpha / beta) comes out at -0.2468 / -0.3617 hartree. As for the HOMO-LUMO gap (alpha / beta): 5.93 / 7.06 eV. The expectation value of S² is 2.009. Its strongest force on any atom is 5.38 eV Å⁻¹.

=====

Entry 5:
C14H28CuNOSi2 | the ωB97M-V functional and the def2-TZVPD basis

Structure (XYZ):
```
47
C14H28CuNOSi2, DFT the ωB97M-V functional and the def2-TZVPD basis
Cu -1.00 -0.41 -0.15
C 1.82 -2.47 -0.90
Si 1.27 -0.68 -0.55
C 2.07 0.32 -1.96
C 2.16 -0.15 1.04
C 3.49 0.27 1.10
C 4.07 0.65 2.30
C 3.32 0.62 3.47
C 2.00 0.20 3.43
C 1.40 -0.19 2.23
Si -0.41 -0.78 2.07
C -1.38 0.19 3.39
C -0.41 -2.57 2.72
H 2.91 -2.53 -0.98
H 1.40 -2.83 -1.84
H 1.51 -3.15 -0.11
H 3.15 0.14 -2.02
H 1.93 1.40 -1.82
H 1.64 0.05 -2.92
H 4.09 0.31 0.20
H 5.10 0.99 2.33
H 3.76 0.93 4.41
H 1.42 0.18 4.35
H -0.96 0.04 4.39
H -2.42 -0.14 3.41
H -1.38 1.27 3.19
H -0.01 -2.61 3.74
H 0.20 -3.22 2.09
H -1.43 -2.98 2.74
C -2.01 -0.76 -3.29
C -2.54 0.44 -2.50
C -1.71 1.69 -2.86
C -4.01 0.69 -2.89
O -2.48 0.21 -1.14
H -2.08 -0.61 -4.37
H -2.57 -1.65 -3.02
H -0.96 -0.93 -3.02
H -1.75 1.91 -3.93
H -0.67 1.52 -2.58
H -2.09 2.55 -2.31
H -4.12 0.89 -3.96
H -4.39 1.54 -2.33
H -4.60 -0.19 -2.62
N -0.92 2.75 0.41
H -0.28 2.65 -0.37
H -0.43 2.35 1.21
H -1.69 2.11 0.20
```

As for the spin multiplicity: 2. Its total charge is -1. The HOMO energy (alpha / beta) comes out at -0.1011 / -0.1799 hartree. As for the relative energy (zero: lowest compared OMol25 entry of this formula, charge and spin): 0.00 kJ/mol. As for the HOMO-LUMO gap (alpha / beta): 5.94 / 7.90 eV. The expectation value of S² is 0.755. Its strongest force on any atom is 0.13 eV Å⁻¹.

=====

Entry 6:
C36H72O18 | the ωB97M-V functional and the def2-TZVPD basis

Structure (XYZ):
```
126
C36H72O18, DFT the ωB97M-V functional and the def2-TZVPD basis
O -4.66 1.76 4.34
C -3.44 1.82 4.39
O -2.82 2.88 3.92
C -3.51 3.92 3.13
C -3.79 5.12 4.04
C -2.42 0.69 4.75
H -4.41 3.52 2.73
H -2.90 4.08 2.28
H -2.82 5.35 4.50
H -4.48 4.86 4.85
H -4.20 5.84 3.40
H -2.89 0.11 5.46
H -1.50 1.17 5.21
H -2.11 0.25 3.82
O -1.59 -2.23 0.90
C -1.50 -3.10 1.69
O -1.98 -4.36 1.51
C -2.32 -4.76 0.24
C -1.07 -5.37 -0.41
C -0.80 -3.11 3.00
H -2.66 -3.80 -0.27
H -3.19 -5.36 0.32
H -1.17 -5.63 -1.44
H -0.77 -6.33 0.07
H -0.33 -4.55 -0.48
H -1.43 -3.54 3.81
H -0.37 -2.14 3.22
H 0.03 -3.75 2.83
O 3.60 4.40 -4.54
C 2.44 4.73 -4.35
O 1.33 4.01 -4.72
C 1.52 2.76 -5.39
C 0.08 2.34 -5.70
C 2.01 5.84 -3.42
H 2.00 2.02 -4.79
H 2.08 2.97 -6.34
H 0.10 1.39 -6.23
H -0.37 3.11 -6.37
H -0.52 2.35 -4.79
H 2.90 6.36 -3.10
H 1.52 5.34 -2.55
H 1.35 6.53 -3.96
O -5.64 -0.51 -1.85
C -4.82 -0.09 -1.07
O -3.49 -0.25 -1.30
C -3.16 -1.02 -2.42
C -2.85 -0.08 -3.56
C -4.99 0.69 0.16
H -3.97 -1.73 -2.70
H -2.23 -1.60 -2.13
H -3.78 0.46 -3.71
H -2.46 -0.58 -4.43
H -2.03 0.60 -3.20
H -4.22 0.52 0.92
H -5.99 0.58 0.52
H -4.93 1.72 -0.12
O 2.36 3.54 0.49
C 2.49 2.44 0.09
O 2.76 1.35 0.93
C 2.98 1.70 2.36
C 4.28 2.27 2.67
C 2.50 2.05 -1.36
H 2.82 0.77 2.97
H 2.19 2.46 2.56
H 4.46 3.36 2.39
H 4.98 1.54 2.30
H 4.35 2.28 3.74
H 1.55 1.99 -1.84
H 3.01 1.15 -1.54
H 3.03 2.82 -1.90
O -5.32 3.73 -1.83
C -5.65 4.63 -2.59
O -4.86 5.66 -2.87
C -3.54 5.78 -2.30
C -2.49 5.13 -3.14
C -6.90 4.63 -3.45
H -3.51 5.32 -1.34
H -3.27 6.77 -2.01
H -2.70 4.09 -3.45
H -1.63 5.07 -2.42
H -2.12 5.56 -4.04
H -7.37 3.69 -3.28
H -6.56 4.65 -4.50
H -7.57 5.45 -3.17
O 4.50 -6.15 0.65
C 5.22 -5.76 -0.29
O 5.07 -6.21 -1.56
C 4.15 -7.39 -1.75
C 4.92 -8.64 -1.62
C 6.45 -4.87 -0.14
H 3.80 -7.28 -2.76
H 3.28 -7.22 -1.11
H 5.50 -8.74 -2.55
H 4.18 -9.53 -1.52
H 5.50 -8.79 -0.70
H 6.68 -4.59 0.90
H 6.40 -4.01 -0.79
H 7.34 -5.37 -0.53
O 4.87 -2.43 3.50
C 3.73 -2.72 3.33
O 3.04 -3.42 4.27
C 3.79 -3.80 5.41
C 4.30 -5.21 5.23
C 2.86 -2.44 2.14
H 3.02 -3.70 6.16
H 4.61 -3.13 5.56
H 4.81 -5.28 4.29
H 3.48 -5.99 5.28
H 5.05 -5.40 5.98
H 2.38 -1.55 2.49
H 2.21 -3.31 2.05
H 3.43 -2.24 1.25
O 0.42 -0.24 1.88
C 0.41 -0.33 0.67
O -0.36 0.52 -0.10
C -1.14 1.48 0.68
C -1.77 2.41 -0.26
C 1.22 -1.26 -0.19
H -0.37 1.93 1.35
H -1.85 0.87 1.28
H -2.26 3.24 0.33
H -2.61 1.90 -0.76
H -1.12 2.91 -1.03
H 0.79 -1.32 -1.17
H 1.17 -2.23 0.35
H 2.26 -0.79 -0.29
```

The HOMO energy comes out at -0.3708 hartree. As for the relative energy (zero: lowest compared OMol25 entry of this formula, charge and spin): 246.21 kJ/mol. As for the HOMO-LUMO gap: 10.52 eV. Its strongest force on any atom is 3.58 eV Å⁻¹. As for the SMILES: CCOC(C)=O.CCOC(C)=O.CCOC(C)=O.CCOC(C)=O.CCOC(C)=O.CCOC(C)=O.CCOC(C)=O.CCOC(C)=O.CCOC(C)=O.

=====

Entry 7:
C40H29N8O4SSeV | the ωB97M-V functional and the def2-TZVPD basis

Structure (XYZ):
```
84
C40H29N8O4SSeV, DFT the ωB97M-V functional and the def2-TZVPD basis
V -0.05 0.31 -0.02
O 0.45 0.89 -1.82
C 0.56 1.90 -2.61
C 1.24 1.88 -3.86
C 1.14 2.92 -4.78
C 0.30 4.04 -4.58
C -0.36 4.11 -3.34
C -0.16 3.14 -2.30
C -0.60 3.38 -0.98
N -0.52 2.47 0.01
N -1.14 2.90 1.08
C -0.93 2.10 2.12
O -0.19 1.06 1.95
C -1.52 2.54 3.44
C -1.23 1.91 4.64
C -1.64 2.47 5.84
C -2.36 3.67 5.88
C -2.60 4.33 4.70
C -2.21 3.77 3.50
H 1.75 0.96 -4.11
H 1.69 2.85 -5.71
H 0.26 4.85 -5.28
H -1.00 4.96 -3.11
H -1.12 4.29 -0.73
H -0.72 0.93 4.57
H -1.39 1.96 6.79
H -2.71 4.13 6.82
H -3.14 5.28 4.67
H -2.38 4.32 2.57
Se 8.27 -1.61 1.18
N 6.97 -0.35 1.49
C 5.78 -0.80 1.06
C 4.64 0.05 0.98
C 4.77 1.33 1.55
C 3.65 2.13 1.54
C 2.45 1.67 1.00
N 2.32 0.44 0.40
C 3.41 -0.34 0.29
C 3.46 -1.63 -0.43
N 2.48 -1.88 -1.31
C 2.64 -2.96 -2.05
C 3.57 -3.99 -1.86
C 4.55 -3.80 -0.89
C 4.54 -2.52 -0.25
C 5.74 -2.09 0.45
N 6.93 -2.70 0.39
H 5.75 1.55 2.02
H 3.67 3.16 1.90
H 1.55 2.31 0.92
H 1.97 -3.10 -2.91
H 3.57 -4.79 -2.59
H 5.37 -4.48 -0.70
C -0.27 -3.02 2.69
C -0.73 -1.88 1.79
O 0.11 -1.31 0.98
C -2.11 -1.56 1.84
C -2.94 -2.18 2.85
C -4.19 -1.72 3.07
C -4.68 -0.62 2.32
C -3.92 0.04 1.37
C -2.61 -0.44 1.07
O -1.95 0.25 0.23
H 0.82 -3.08 2.45
H -0.86 -3.93 2.44
H -0.44 -2.80 3.76
H -2.63 -3.04 3.42
H -4.90 -2.25 3.76
H -5.65 -0.17 2.61
H -4.22 0.98 0.89
N -4.11 -2.38 -5.52
C -3.20 -3.18 -4.90
S -3.02 -4.81 -5.33
C -2.44 -2.51 -3.87
C -1.46 -3.21 -3.11
C -0.83 -2.55 -2.05
N -1.05 -1.27 -1.75
C -2.02 -0.59 -2.43
C -2.69 -1.15 -3.48
H -4.63 -2.77 -6.33
H -3.94 -1.35 -5.45
H -1.14 -4.21 -3.40
H -0.20 -3.10 -1.35
H -2.19 0.43 -2.11
H -3.42 -0.54 -4.04
```

As for the spin multiplicity: 2. Its total charge is +1. The HOMO energy (alpha / beta) comes out at -0.3760 / -0.3739 hartree. As for the relative energy (zero: lowest compared OMol25 entry of this formula, charge and spin): 0.00 kJ/mol. As for the HOMO-LUMO gap (alpha / beta): 6.30 / 5.51 eV. The expectation value of S² is 0.861. Its strongest force on any atom is 4.03 eV Å⁻¹.

=====

Entry 8:
C7H13N2O2 | the ωB97M-V functional and the def2-TZVPD basis

Structure (XYZ):
```
24
C7H13N2O2, DFT the ωB97M-V functional and the def2-TZVPD basis
C 1.67 -0.07 1.72
C -0.06 0.26 -2.63
C -1.30 0.49 -1.68
C 1.18 0.31 -0.57
C -0.94 0.52 -0.26
C 1.63 -1.16 2.76
C -1.64 1.18 0.89
N 0.98 -0.30 -1.82
N -1.46 -0.71 -0.84
O 1.62 1.09 2.02
O 1.60 -0.52 0.43
H -0.48 -0.41 -3.42
H 0.33 1.16 -3.04
H -2.16 0.94 -2.29
H 1.73 1.37 -0.71
H 2.00 -0.78 3.73
H 2.31 -1.95 2.43
H 0.62 -1.62 2.71
H -2.73 1.19 0.82
H -1.32 2.18 0.96
H -1.28 0.66 1.78
H 0.83 -1.37 -1.69
H -2.27 -0.91 -0.27
H -0.86 -1.56 -1.03
```

Its total charge is +1. The HOMO energy comes out at -0.4860 hartree. As for the relative energy (zero: lowest compared OMol25 entry of this formula, charge and spin): 325.31 kJ/mol. As for the HOMO-LUMO gap: 9.98 eV. Its strongest force on any atom is 4.45 eV Å⁻¹.

=====

Entry 9:
C5H7F3IN | the ωB97M-V functional and the def2-TZVPD basis

Structure (XYZ):
```
17
C5H7F3IN, DFT the ωB97M-V functional and the def2-TZVPD basis
C -0.86 0.67 0.75
C -0.54 0.10 2.10
C 1.52 0.23 -1.40
C -0.86 -0.36 -0.35
C 0.82 -0.90 -0.72
N -1.13 1.90 0.57
F -1.45 0.02 -1.51
F -1.61 -1.45 -0.03
F 1.49 -1.27 0.39
I 0.61 -2.65 -1.94
H 0.52 0.30 2.20
H -0.83 -0.89 2.06
H -1.17 0.67 2.89
H 1.29 1.13 -0.83
H 2.67 0.04 -1.51
H 1.15 0.42 -2.45
H -1.62 2.03 -0.24
```

The HOMO energy comes out at -0.3604 hartree. As for the relative energy (zero: lowest compared OMol25 entry of this formula, charge and spin): 0.00 kJ/mol. As for the HOMO-LUMO gap: 9.99 eV. Its strongest force on any atom is 3.42 eV Å⁻¹. As for the SMILES: [H]/N=C(/C)C(F)(F)[C@@](C)(F)I.

=====

Entry 10:
C4H7NOS | the ωB97M-V functional and the def2-TZVPD basis

Structure (XYZ):
```
14
C4H7NOS, DFT the ωB97M-V functional and the def2-TZVPD basis
C 0.12 0.15 -0.05
C 0.31 0.50 -1.54
C -0.96 0.60 0.61
C -1.31 0.03 2.01
H 1.86 -0.95 0.01
H 1.14 -0.61 1.55
H -0.48 1.19 -1.81
H 1.27 0.99 -1.71
H 1.32 -1.50 -2.34
H -1.64 1.31 0.19
H -0.60 -0.67 2.48
N 1.14 -0.49 0.54
O -2.28 0.40 2.69
S 0.11 -0.96 -2.62
```

The HOMO energy comes out at -0.3204 hartree. As for the relative energy (zero: lowest compared OMol25 entry of this formula, charge and spin): 115.31 kJ/mol. As for the HOMO-LUMO gap: 9.11 eV. Its strongest force on any atom is 3.44 eV Å⁻¹. As for the SMILES: N/C(=C\C=O)CS.